No. 1
17
Properties=species:S:1:pos:R:3:forces:R:3 method="wB97M-V/def2-TZVPD" total_energy_ha=-288.95467 relative_energy_kj_mol=336.84 largest_force_ev_per_a=5.70 charge=+1 homo_lumo_gap_ev=9.8
C -1.13957 0.68525 2.52594 -0.39 1.69 0.10
C -0.72743 -0.97245 0.79652 3.02 2.24 -4.28
C -0.09870 -0.84355 -1.82616 0.03 -1.65 2.87
C 1.26418 -1.02417 -1.16320 1.70 -0.86 -1.03
C 0.28177 -0.09218 -0.58459 -1.52 -1.26 2.00
C 0.43595 1.34464 -0.32166 2.43 1.10 2.67
N -1.05520 -0.22268 1.67163 0.38 1.49 3.13
H -1.76794 1.53414 2.08886 0.62 -0.88 1.59
H -0.58049 0.68661 3.54396 -1.06 -0.08 -2.02
H -1.25875 -1.83228 0.63792 -1.07 -2.44 -0.63
H -0.05239 -0.34736 -2.72706 -0.33 1.01 -1.81
H -0.85759 -1.60745 -1.63531 0.26 0.25 -0.75
H 1.52963 -1.89446 -0.55031 -0.41 0.16 -0.50
H 2.16740 -0.76202 -1.84272 -1.69 0.27 1.59
H 0.98585 1.71278 -1.16837 -0.06 0.53 -0.64
H 1.19680 1.59168 0.54120 -0.90 -1.09 -1.40
H -0.32352 2.04351 0.01334 -1.00 -0.48 -0.87

No. 2
17
Properties=species:S:1:pos:R:3:forces:R:3 method="wB97M-V/def2-TZVPD" total_energy_ha=-288.95858 relative_energy_kj_mol=326.57 largest_force_ev_per_a=4.42 charge=+1 homo_lumo_gap_ev=7.6
C -0.98533 -0.28773 1.46580 -1.61 0.57 -0.80
C 0.28525 -0.08292 1.80757 0.55 -1.16 -2.70
C -0.66113 -0.78264 0.08066 0.82 -2.57 0.09
C 0.77957 -0.54053 0.53406 -1.57 -0.49 -0.11
C 1.96386 -0.68328 -0.28170 1.70 -0.41 -0.05
C -1.13495 1.47548 -0.95125 -1.60 -3.86 -1.44
N -0.71279 0.09662 -1.04920 0.43 -1.83 2.28
H -1.95364 -0.05302 1.88765 0.11 0.08 0.26
H 0.77279 0.26957 2.60043 1.70 1.37 3.25
H -0.90321 -1.92893 -0.00335 0.05 2.25 -0.60
H 2.55824 -1.57544 0.20434 -0.86 1.55 -0.80
H 2.59506 0.26467 -0.09101 -0.55 -1.58 -0.87
H 1.72717 -0.95598 -1.40290 0.63 0.82 2.42
H -0.71843 1.98215 -0.19745 1.58 1.75 3.08
H -0.86860 1.86886 -1.83570 0.90 1.93 -3.03
H -2.17346 1.41522 -0.92505 -1.98 0.85 0.40
H -0.57038 -0.48211 -1.84290 -0.31 0.73 -1.37

No. 3
17
Properties=species:S:1:pos:R:3:forces:R:3 method="wB97M-V/def2-TZVPD" total_energy_ha=-288.96933 relative_energy_kj_mol=298.36 largest_force_ev_per_a=4.34 charge=+1 homo_lumo_gap_ev=10.1
C -0.57716 1.25056 -0.40712 0.93 0.25 1.10
C -1.21588 -0.05880 -0.34070 -0.81 -1.11 -0.44
C 0.07531 -0.10418 0.52487 -0.24 -1.28 1.97
C 1.37928 -0.17858 -0.38610 -2.92 -1.61 -0.40
C -2.66171 -0.25908 0.22302 3.96 -1.64 0.73
C 2.78129 -0.34090 0.07494 0.50 0.78 -1.41
N 0.77213 1.07518 -0.10856 -0.13 3.16 -1.85
H -1.04348 2.25431 -0.12068 0.71 -1.49 -0.22
H -1.13533 -0.83284 -1.10800 0.56 0.68 -0.42
H -0.07192 -0.04365 1.62913 0.60 -0.10 -1.01
H 1.05674 -0.72744 -1.32158 0.45 0.91 0.91
H -2.73073 0.01251 1.24425 -0.25 0.49 0.94
H -2.76888 -1.33440 0.13388 -0.71 -0.01 0.07
H -3.26360 0.26851 -0.39114 -2.44 1.49 -1.80
H 3.35738 0.41632 -0.51961 -0.33 -0.43 0.70
H 3.21093 -1.29916 -0.24458 -0.37 0.10 0.63
H 2.83564 -0.09835 1.11800 0.49 -0.18 0.51

No. 4
17
Properties=species:S:1:pos:R:3:forces:R:3 method="wB97M-V/def2-TZVPD" total_energy_ha=-288.95584 relative_energy_kj_mol=333.78 largest_force_ev_per_a=4.34 charge=+1 homo_lumo_gap_ev="6.9 / 9.0"
C 0.78023 -0.04090 -0.65088 -0.40 -2.67 -1.01
C 1.59415 0.18977 -1.69050 0.50 -0.37 -0.87
C 0.77019 0.72590 0.60471 4.22 0.74 0.71
C -1.04318 -1.42733 0.36107 2.37 0.85 1.09
C -0.16712 -1.11044 -0.80011 -0.79 1.21 1.26
C -1.64921 -0.01852 0.59585 -0.34 -1.01 -4.14
N -0.60716 0.85827 1.06033 -0.78 3.27 1.05
H 1.66898 -0.42787 -2.58903 -0.64 -0.10 0.45
H 2.32191 0.94376 -1.74277 0.82 1.20 0.44
H 1.54458 0.54814 1.53356 -2.16 -0.59 -2.32
H 1.21105 1.66345 0.25156 -0.68 0.53 0.51
H -1.69929 -2.22093 0.17451 -1.20 -0.83 -0.14
H -0.32335 -1.73802 1.17604 -1.17 0.36 -0.20
H -0.39721 -1.50346 -1.76815 0.02 -0.09 -0.47
H -2.07381 0.46045 -0.37377 0.13 -1.00 1.77
H -0.59284 0.69940 2.03678 0.07 0.09 1.66
H -0.87756 1.88037 0.94072 0.02 -1.58 0.21